Version P
The molecule C3H5FO3, computed with wB97M-V/def2-TZVPD.

CARTESIAN COORDINATES (ANGSTROEM)
O 2.03261 0.79810 -0.22031
C 1.21390 -0.02677 0.04232
O 1.44597 -1.34567 -0.00786
C -0.15537 0.24995 0.42826
F -0.48450 1.49561 -0.02637
C -1.18667 -0.81001 -0.01367
O -2.51483 -0.27174 -0.16801
H 2.36653 -1.45690 -0.23548
H -0.21227 0.34021 1.53611
H -0.99926 -1.34548 -0.93660
H -1.31282 -1.58231 0.76486
H -2.42279 0.65949 -0.46366

Summary:
E_LUMO	0.53	eV
SMILES	O=C(O)[C@@H](F)CO
net charge	0

Version Q
The molecule C3H5FO3, computed with wB97M-V/def2-TZVPD.

CARTESIAN COORDINATES (ANGSTROEM)
C 0.38393 -0.78535 -1.12062
C 0.56804 -0.03023 0.15762
O 0.78052 1.33057 -0.34674
O 0.23013 2.10631 0.72395
O -1.00060 1.57466 0.89824
C -0.76982 0.04018 0.83795
F -1.82831 -0.56154 0.36127
H 1.22080 -0.56444 -1.81589
H -0.69983 -0.71091 -1.51963
H 0.41089 -1.86151 -0.94010
H 1.41724 -0.33436 0.81191
H -0.71300 -0.20337 1.95206

Summary:
E_LUMO	0.88	eV
SMILES	C[C@H]1OOO[C@H]1F
net charge	0

Most favorable first, least favorable last: version P, version Q

Version P
A structure of composition C20H15N3O4S5SbW, computed with wB97M-V/def2-TZVPD.

CARTESIAN COORDINATES (ANGSTROEM)
W -0.33872 -0.22720 0.08121
S -0.57147 2.73790 3.90482
Sb -1.66259 2.06185 2.09846
S 0.46526 1.79903 0.23356
S -1.31122 -0.44009 2.15503
O -2.76478 2.06875 -1.89592
C -2.08696 1.09142 -1.72846
O -2.16337 0.24371 -0.71452
C -1.03209 0.67587 -2.73008
C -1.19280 0.94098 -4.09887
C -0.28834 0.40854 -4.96688
C 0.80740 -0.33352 -4.47159
C 1.78198 -0.91157 -5.32051
C 2.84619 -1.58250 -4.79410
C 3.00069 -1.67815 -3.39326
C 2.07783 -1.13197 -2.54968
C 0.93909 -0.48364 -3.07337
N -0.02176 0.00085 -2.23005
H -2.03948 1.53316 -4.41421
H -0.39051 0.54863 -6.03639
H 1.66860 -0.80274 -6.39225
H 3.58730 -2.02576 -5.44580
H 3.86347 -2.18621 -2.98261
H 2.21240 -1.18556 -1.47967
O -0.45671 -3.39867 -2.79364
C 0.33693 -4.36471 -2.25838
C 0.57926 -5.54942 -2.94866
C 1.41690 -6.51458 -2.42061
C 2.03458 -6.30776 -1.19420
C 1.79737 -5.13081 -0.51022
C 0.94919 -4.14846 -1.02037
C 0.77080 -2.89455 -0.25721
O -0.32316 -2.18544 -0.39046
N 1.75698 -2.47433 0.45984
N 1.49758 -1.18023 0.93674
C 2.14710 -0.92831 2.03110
S 3.17997 -2.14231 2.74482
C 3.37852 -1.24242 4.30587
C 3.39444 0.24023 4.00391
S 2.04063 0.58718 2.84871
H -0.80140 -3.71219 -3.63604
H 0.10406 -5.70465 -3.91139
H 1.58784 -7.43073 -2.97078
H 2.68877 -7.05944 -0.77487
H 2.26589 -4.94572 0.44700
H 4.31068 -1.57424 4.76174
H 2.54746 -1.49641 4.96291
H 4.33952 0.55701 3.56412
H 3.19704 0.82988 4.89851

Summary:
E_LUMO (spin up / spin down)	-1.18 / -1.06	eV
net charge	0
expectation value of S²	0.763
multiplicity	2

Version Q
A structure of composition C20H15N3O4S5SbW, computed with wB97M-V/def2-TZVPD.

CARTESIAN COORDINATES (ANGSTROEM)
W 2.45487 0.28244 -0.28428
S 5.70733 1.15775 3.17160
Sb 4.18015 0.14805 1.88344
S 2.13590 1.52180 1.77328
S 4.69285 0.82037 -0.52459
O 1.31999 -0.96607 -4.04008
C 1.31183 -0.55730 -2.91420
O 2.37578 -0.46410 -2.12445
C 0.06427 -0.16487 -2.14605
C -1.16902 0.04929 -2.53051
C -2.22916 0.37294 -1.50740
C -1.69064 0.72163 1.02627
C -2.43761 1.14265 2.12275
C -2.30892 0.57619 3.38507
C -1.41178 -0.45509 3.58376
C -0.63069 -0.88874 2.52549
C -0.75189 -0.29927 1.28204
N 0.39689 0.16043 -0.79131
H -1.44576 -0.08244 -3.57039
H -3.09425 0.78066 -2.03145
H -3.13366 1.96024 1.99336
H -2.90598 0.95241 4.20552
H -1.29789 -0.91241 4.55835
H 0.09823 -1.67548 2.66634
O -2.58426 -0.89325 -0.95341
C -1.88106 1.44441 -0.34028
C -3.11995 2.32407 -0.28983
C -3.11686 3.63354 -0.43994
C -1.86347 4.40994 -0.63627
C -0.70474 3.79072 -0.70247
C -0.63322 2.31543 -0.60239
C 0.50076 1.66784 -0.68139
O 1.76843 1.98467 -1.03756
N 0.09753 -0.80788 0.24634
N 1.45525 -1.25257 0.66654
C 1.86783 -2.35513 0.06316
S 0.82869 -3.47602 -0.71557
C 2.07911 -4.78445 -0.91263
C 3.35840 -4.40254 -0.16985
S 3.56483 -2.61286 -0.35773
H -3.44503 -0.81069 -0.52753
H -4.06538 1.80648 -0.14467
H -4.06040 4.16628 -0.41512
H -1.91743 5.48706 -0.73630
H 0.22190 4.33099 -0.84756
H 2.24111 -4.93491 -1.97820
H 1.64451 -5.68545 -0.48390
H 4.23285 -4.88349 -0.60426
H 3.29974 -4.64331 0.88826

Summary:
E_LUMO (spin up / spin down)	-2.08 / -1.92	eV
net charge	0
expectation value of S²	0.765
multiplicity	2

Most favorable first, least favorable last: version P, version Q

Version P
The ion C6H15N with charge -1, computed with wB97M-V/def2-TZVPD.

CARTESIAN COORDINATES (ANGSTROEM)
C -1.04796 -2.27023 1.20537
N -0.01963 -1.49439 0.52362
C -0.46088 -0.27079 -0.12846
C 0.68656 0.26444 -0.99153
C 0.25279 1.46387 -1.82016
C 1.88314 0.61962 -0.05656
C -1.06857 0.78286 0.80381
H -0.59514 -2.75038 2.06201
H -1.50247 -2.95508 0.48201
H -1.89562 -1.64827 1.52521
H 0.74222 -1.26134 1.14821
H -1.25942 -0.53656 -0.80432
H 1.05301 -0.57920 -1.58339
H 0.40598 2.43811 -1.35177
H 0.73994 1.50788 -2.80803
H -0.82337 1.40452 -2.04177
H 2.47033 -0.27875 0.14397
H 1.54443 0.98020 0.92124
H 2.58077 1.34223 -0.49024
H -0.62508 0.81081 1.81038
H -0.92436 1.80840 0.47279
H -2.13665 0.62204 0.97759

Summary:
E_LUMO (spin up / spin down)	4.04 / 4.14	eV
net charge	-1
expectation value of S²	0.750
multiplicity	2

Version Q
The ion C6H15N with charge -1, computed with wB97M-V/def2-TZVPD.

CARTESIAN COORDINATES (ANGSTROEM)
C -1.63687 2.73579 0.23244
C -1.37231 1.27001 0.38696
N -0.19006 0.81443 -0.26407
C 2.33008 -1.90753 0.24132
C 1.63900 -0.76231 -0.42720
C 0.20112 -0.53860 0.13472
C -0.87512 -1.57417 -0.31768
H -2.44417 3.10747 -0.35447
H -0.77111 3.24171 -0.09781
H -1.72537 3.24290 1.32524
H -2.20026 0.76463 -0.13353
H -1.44056 0.93654 1.33767
H -0.10816 1.09854 -1.23470
H 2.46904 -1.68352 1.28883
H 1.67879 -2.86294 0.03639
H 3.32876 -2.15137 -0.18691
H 1.68591 -0.73580 -1.49975
H 2.21612 0.14685 -0.35620
H 0.34230 -0.62375 1.22950
H -1.02538 -1.59371 -1.32046
H -0.63177 -2.58730 0.04857
H -1.75919 -1.34043 0.26272

Summary:
E_LUMO (spin up / spin down)	3.97 / 4.09	eV
net charge	-1
expectation value of S²	0.750
multiplicity	2

Most favorable first, least favorable last: version P, version Q

Version P
The molecule C8H8N2O, computed with wB97M-V/def2-TZVPD.

CARTESIAN COORDINATES (ANGSTROEM)
C 1.00469 2.31329 2.72331
N -0.06888 1.34205 2.50488
C 0.18263 0.53545 1.30558
N 1.16289 -0.04213 0.53310
C 0.55061 -0.63824 -0.53232
C 1.10351 -1.34584 -1.62142
C 0.22265 -1.81667 -2.59430
C -1.17749 -1.62671 -2.38676
C -1.68771 -1.01296 -1.27542
C -0.80307 -0.50626 -0.29921
O -1.04587 0.26151 0.75156
H 1.41863 2.18321 3.64944
H 0.47275 3.32111 2.64459
H 1.79835 2.05137 1.90325
H -1.06422 1.50298 2.44624
H 2.14889 -1.39148 -1.86358
H 0.47656 -2.19092 -3.53420
H -1.90140 -1.87825 -3.22150
H -2.79351 -1.06152 -1.13324

Summary:
E_LUMO	0.85	eV
SMILES	CNc1nc2ccccc2o1
net charge	0

Version Q
The molecule C8H8N2O, computed with wB97M-V/def2-TZVPD.

CARTESIAN COORDINATES (ANGSTROEM)
C -2.84698 -0.43947 0.48114
O -1.91797 -0.68072 -0.58218
C -0.57099 -0.44631 -0.08403
C 0.39403 -1.45033 -0.15991
C 1.77492 -1.24658 -0.23579
C 2.24285 0.03586 -0.06030
C 3.62704 0.17509 0.01283
N 4.85704 0.06377 0.11513
C 1.31455 1.08082 -0.06214
C -0.09157 0.85040 -0.13908
N -1.10475 1.79902 -0.12481
H -3.88922 -0.53645 -0.06744
H -2.70092 -1.19120 1.35517
H -2.71470 0.54065 0.80888
H 0.24619 -2.60975 0.12857
H 2.35811 -2.21134 -0.43113
H 1.74544 1.98406 0.19059
H -1.94997 1.61668 -0.57528
H -0.77310 2.66580 -0.57022

Summary:
E_LUMO	-0.11	eV
SMILES	COc1ccc(C#N)cc1N
net charge	0

Most favorable first, least favorable last: version P, version Q

Version P
The molecule C14H18N2O3, computed with wB97M-V/def2-TZVPD.

CARTESIAN COORDINATES (ANGSTROEM)
N 1.16042 -0.99978 -0.36737
C 0.09647 -0.10680 -0.54735
C -0.55080 -0.02071 -2.02928
C 0.57500 0.48117 -2.95948
C 1.54119 -0.46118 -3.53498
C 2.76399 -0.04642 -4.09757
C 3.07731 1.36557 -4.05428
C 2.10291 2.28249 -3.66453
C 0.81791 1.84073 -3.00410
C -1.01481 -0.69781 0.57118
O -1.76647 -1.52595 0.06490
N -1.05417 -0.21206 1.85060
C 0.19582 0.30896 2.53034
C 0.21348 -0.62489 3.76832
C -1.22010 -0.56277 4.10937
C -2.07158 -0.74671 2.86310
C -3.53603 -0.19163 2.77934
O -4.01048 0.53533 3.55699
O -3.91811 -0.29873 1.53730
H 1.82078 -0.26865 -0.77605
H 1.10844 -1.90991 -0.94929
H 0.52065 0.81357 -0.21942
H -1.45343 0.71552 -1.94327
H -0.77684 -1.06694 -2.16042
H 1.30115 -1.57678 -3.51601
H 3.46694 -0.77546 -4.50301
H 4.19239 1.69201 -4.25511
H 2.25845 3.25986 -4.08011
H 0.16277 2.82764 -2.79828
H 0.13782 1.35106 2.86048
H 0.92146 -0.03685 1.76804
H 0.42996 -1.61397 3.39815
H 0.99995 -0.18878 4.49365
H -1.27311 -1.23737 5.06138
H -1.51960 0.50991 4.57648
H -2.29410 -1.76925 2.59609
H -3.40561 -1.04438 1.07421

Summary:
E_LUMO	0.69	eV
SMILES	N[C@@H](Cc1ccccc1)C(=O)N1CCC[C@H]1C(=O)O
net charge	0

Version Q
The molecule C14H18N2O3, computed with wB97M-V/def2-TZVPD.

CARTESIAN COORDINATES (ANGSTROEM)
N 5.55787 -0.66370 0.74926
C 4.66970 -0.48714 -0.25746
O 5.01709 -0.20029 -1.37838
C 3.21117 -0.65223 0.17051
C 2.80319 0.59555 0.97284
C 1.28666 0.71249 1.05327
N 0.73269 0.85743 -0.27730
C -0.56523 1.16341 -0.47832
O -1.09971 1.23458 -1.55940
O -1.20049 1.41261 0.69852
C -2.58672 1.71183 0.57162
C -3.40519 0.49067 0.24028
C -3.10795 -0.72567 0.84069
C -3.84817 -1.85456 0.53996
C -4.89831 -1.77554 -0.35861
C -5.20035 -0.56491 -0.95825
C -4.45467 0.56290 -0.66398
C 1.55925 0.44902 -1.39575
C 2.29804 -0.83838 -1.05281
H 5.28032 -0.92773 1.67666
H 6.53900 -0.55340 0.55351
H 3.14088 -1.53331 0.81632
H 3.20492 1.48823 0.49117
H 3.21188 0.54948 1.98348
H 0.86873 -0.17897 1.54124
H 1.00377 1.58324 1.65215
H -2.72637 2.47653 -0.19968
H -2.87285 2.11646 1.54770
H -2.28637 -0.78181 1.54084
H -3.60594 -2.79761 1.00849
H -5.47691 -2.65670 -0.59416
H -6.01488 -0.50029 -1.66461
H -4.68267 1.50314 -1.14367
H 0.89599 0.30484 -2.25048
H 2.27766 1.23631 -1.64680
H 2.90582 -1.13096 -1.90976
H 1.56817 -1.62552 -0.85908

Summary:
E_LUMO	0.61	eV
SMILES	NC(=O)C1CCN(C(=O)OCc2ccccc2)CC1
net charge	0

Most favorable first, least favorable last: version Q, version P

Version P
The molecule C4H4ClNO2, computed with wB97M-V/def2-TZVPD.

CARTESIAN COORDINATES (ANGSTROEM)
O 0.12976 -1.73533 -1.17517
C -0.33328 -0.51320 -0.95546
N -1.07170 0.14993 -1.83100
O -1.32530 1.36549 -1.18783
C -0.70621 1.40843 -0.00842
C -0.05872 0.23928 0.22326
C 0.76641 -0.20183 1.37951
Cl 2.52914 -0.06816 1.16411
H -0.23690 -2.08513 -2.01748
H -0.79523 2.33388 0.51752
H 0.57292 -1.24961 1.57790
H 0.52912 0.35623 2.31307

Summary:
E_LUMO	0.68	eV
SMILES	Oc1nocc1CCl
net charge	0

Version Q
The molecule C4H4ClNO2, computed with wB97M-V/def2-TZVPD.

CARTESIAN COORDINATES (ANGSTROEM)
C -2.09915 0.04558 -0.26451
O -0.83502 0.36623 0.56797
C 0.15853 -0.29283 0.04702
O 0.25316 -0.99567 -0.95071
C 1.43200 0.33189 0.62428
Cl 1.70025 1.71008 -0.45472
C 2.40159 -0.56509 0.12704
N 3.19165 -1.33291 -0.08819
H -2.26390 0.44273 -1.31295
H -2.25564 -0.99907 -0.27103
H -2.91520 0.56121 0.41033
H 1.23174 0.72786 1.56546

Summary:
E_LUMO	0.29	eV
SMILES	COC(=O)[C@H](Cl)C#N
net charge	0

Most favorable first, least favorable last: version P, version Q